{
  "formula": "C5H13NO",
  "method": "the ωB97M-V functional and the def2-TZVPD basis",
  "elements": ["O", "N", "C", "C", "C", "C", "C", "H", "H", "H", "H", "H", "H", "H", "H", "H", "H", "H", "H", "H"],
  "xyz": [[0.9823, -0.1042, 0.9869], [2.3109, 1.4655, 1.8163], [1.4960, 0.9931, 0.8351], [-1.4251, -1.4936, -0.6051], [-1.8494, -0.2071, -1.3804], [-2.5723, -2.5385, -0.9144], [1.4941, 1.8971, -0.3726], [0.6059, 2.5252, -0.4093], [2.5838, 2.4135, 2.0180], [2.5220, 0.8855, 2.6138], [2.4316, 2.4411, -0.4555], [-2.9118, -0.2220, -1.5708], [-2.5032, -2.9053, -1.9353], [1.4149, 1.2534, -1.2725], [-2.5244, -3.4014, -0.2499], [-0.4108, -1.6416, -0.9548], [-1.6062, 0.6835, -0.7899], [-1.4689, -1.5184, 0.4814], [-1.2737, -0.1909, -2.3149], [-3.5239, -2.0251, -0.9023]],
  "forces_ev_per_a": [[-0.099, 0.679, -0.913], [0.912, 0.323, 1.527], [0.576, -0.415, 0.797], [-2.274, -0.182, -0.733], [0.950, -0.093, 1.197], [1.782, -0.102, -0.794], [-0.615, -1.132, -1.194], [0.138, 0.258, 0.192], [-0.198, 0.167, -0.879], [-0.506, -0.387, -0.174], [-0.215, 0.264, 0.154], [-0.241, 0.232, -0.227], [0.128, -0.222, -0.236], [0.035, 0.267, 0.493], [-0.251, 0.082, 0.030], [0.054, -1.065, 0.278], [-0.009, 0.040, -0.290], [0.505, 1.109, 0.060], [-0.401, 0.196, 0.101], [-0.270, -0.020, 0.613]],
  "max_force_ev_per_a": 2.4,
  "lumo_ev": 0.843,
  "energy_ha": -328.2908,
  "molar_mass_da": 103.16,
  "homo_lumo_gap_ev": 10.758,
  "smiles": "CC(N)=O.CCC",
  "e_homo_ev": -9.92
}

---

{
  "formula": "C3H12NO",
  "method": "the ωB97M-V functional and the def2-TZVPD basis",
  "elements": ["O", "N", "C", "C", "C", "H", "H", "H", "H", "H", "H", "H", "H", "H", "H", "H", "H"],
  "xyz": [[-2.3543, 1.4638, 0.1995], [0.1191, 0.5981, 0.9542], [0.8213, -0.4809, 0.1177], [-0.0304, -1.7215, 0.0270], [1.3578, 0.1185, -1.1719], [0.6481, 1.4945, 0.8113], [0.5674, -2.5052, -0.4377], [0.5984, 0.3718, -1.9012], [0.3056, 0.3419, 1.9459], [-0.3177, -2.0470, 1.0285], [2.0450, 0.9426, -0.9969], [1.7246, -0.6298, 0.7095], [-2.4584, 2.2561, -0.3369], [-0.9576, -1.4963, -0.4927], [1.9675, -0.6743, -1.6356], [-3.1879, 1.0454, 0.4303], [-0.8485, 0.9224, 0.7490]],
  "forces_ev_per_a": [[0.541, -0.262, 0.091], [1.273, 0.295, -0.507], [-0.003, 1.494, 0.310], [0.138, 0.340, 0.345], [0.110, -1.138, -0.465], [0.210, -0.075, 0.216], [-0.269, -0.123, -0.213], [-0.210, 0.285, -0.012], [-0.599, 0.176, 0.365], [0.127, -0.071, 0.033], [-0.226, 0.224, 0.131], [-0.076, -0.494, 0.257], [-0.436, 0.052, 0.003], [0.029, -0.234, -0.384], [-0.097, 0.101, 0.001], [-0.364, 0.301, -0.159], [-0.147, -0.871, -0.013]],
  "max_force_ev_per_a": 1.5,
  "spin_multiplicity": 2,
  "lumo_ev": [0.724, 0.481],
  "energy_ha": -251.3698,
  "molar_mass_da": 78.13,
  "homo_lumo_gap_ev": [3.714, 12.701],
  "e_homo_ev": [-2.99, -12.22]
}

---

{
  "formula": "C47H64As2CoN2O12SSi4",
  "method": "the ωB97M-V functional and the def2-TZVPD basis",
  "elements": ["As", "As", "Co", "S", "Si", "Si", "Si", "Si", "O", "O", "O", "O", "O", "O", "O", "O", "O", "O", "O", "O", "N", "N", "C", "C", "C", "C", "C", "C", "C", "C", "C", "C", "C", "C", "C", "C", "C", "C", "C", "C", "C", "C", "C", "C", "C", "C", "C", "C", "C", "C", "C", "C", "C", "C", "C", "C", "C", "C", "C", "C", "C", "C", "C", "C", "C", "C", "C", "C", "C", "H", "H", "H", "H", "H", "H", "H", "H", "H", "H", "H", "H", "H", "H", "H", "H", "H", "H", "H", "H", "H", "H", "H", "H", "H", "H", "H", "H", "H", "H", "H", "H", "H", "H", "H", "H", "H", "H", "H", "H", "H", "H", "H", "H", "H", "H", "H", "H", "H", "H", "H", "H", "H", "H", "H", "H", "H", "H", "H", "H", "H", "H", "H", "H"],
  "xyz": [[-3.2516, 0.0803, -1.1887], [-6.1178, -2.2467, -2.4516], [1.2476, -0.5175, 0.6852], [0.6018, -1.8412, -1.6167], [5.0622, -0.0497, 1.9836], [2.5034, 0.6944, 4.7804], [2.8443, 3.1096, 1.9396], [2.9096, 0.8033, 2.4521], [-7.4159, -0.4253, -4.5103], [5.4005, -2.1558, -0.3728], [-3.3094, -3.5452, -2.9885], [-5.4098, 2.5198, -3.3058], [-5.6258, 0.0168, -5.6897], [-3.2605, 2.2809, -3.6904], [-6.2402, -3.0334, 0.7241], [-4.1147, -2.3839, 1.1916], [0.1988, -3.1925, -1.9056], [-2.1339, -1.6603, -3.3576], [-0.3408, -0.9350, -0.9496], [3.8808, -0.7915, 0.5675], [0.0639, 0.6559, 1.5969], [1.8840, -1.6906, -0.7316], [-0.6919, -2.0548, 3.9218], [2.3371, 0.5056, -4.4038], [-4.2114, -0.0154, -5.8608], [-1.5325, 3.7733, -0.6630], [-2.4195, 1.7152, 2.3179], [0.7893, 1.1137, 5.4598], [1.0583, -1.1234, -3.1869], [-2.0896, 1.4585, -3.8178], [-4.3239, -2.7327, 2.5445], [2.9812, -0.9938, 5.4593], [-4.6316, 0.4689, 0.1660], [5.3008, -1.8072, 2.6622], [3.0846, 3.5007, 0.0932], [-0.1636, -3.3131, 4.1223], [3.1516, -2.2719, -1.0955], [-0.4727, 1.7009, 0.8804], [0.2271, 2.1819, -0.2396], [-0.7056, 0.0413, 2.4912], [0.8767, -3.7670, 3.3063], [0.8846, -1.6810, 2.0935], [-2.9322, -2.2758, -2.6428], [-7.5574, -1.2875, -1.4925], [-0.1736, -1.2498, 2.9032], [3.5716, 1.9565, 5.7149], [1.2749, -1.2930, -5.5674], [-2.6160, -4.0914, -4.0919], [4.2692, -1.7103, -0.2365], [-2.2145, 3.3311, 0.4376], [1.3961, -2.9630, 2.3057], [2.6269, 0.3605, -6.9018], [-1.7068, 2.2770, 1.2250], [6.0287, 0.8042, 0.5874], [-4.7948, -2.3238, -1.0293], [2.0637, -0.1482, -5.6011], [6.0527, 0.8276, 3.4409], [0.7818, -1.7886, -4.3701], [-5.1588, -2.6033, 0.3216], [1.3384, 4.0713, 2.5524], [-1.9433, 0.5918, 2.9081], [-4.5344, 0.3774, -2.7718], [-3.5413, -1.8153, -1.4361], [-4.4541, 1.7783, -3.2973], [4.2764, 4.0426, 2.7570], [-6.2178, -0.2692, -4.5059], [-0.2982, 3.1864, -1.0050], [-5.4010, -0.5072, -3.2721], [1.8411, 0.0228, -3.2043], [4.2913, 3.9217, 3.8400], [3.1663, -3.3621, -0.9814], [5.2400, 3.7075, 2.3758], [4.0127, 4.0538, -0.0577], [-2.9945, -5.1055, -4.2055], [4.1752, 5.1088, 2.5327], [1.4442, 5.1317, 2.3075], [-4.8712, 1.5328, 0.1114], [1.0463, -1.8081, -6.4935], [1.9478, 0.1524, -7.7287], [2.2561, 4.0932, -0.2991], [1.2402, 3.9769, 3.6367], [2.6726, -1.0990, 6.5032], [-5.1270, -3.4632, 2.6404], [0.2437, 3.5364, -1.8742], [1.2717, -4.7658, 3.4508], [3.1486, 2.5925, -0.5094], [1.1794, 1.7290, -0.4979], [5.9678, 1.9135, 3.4339], [-4.5897, -1.8424, 3.1248], [0.3451, 1.9645, 4.9398], [-4.2065, 0.2489, 1.1435], [7.1217, 0.5884, 3.3563], [3.6202, 1.6802, 6.7722], [-7.7632, -1.8295, -0.5719], [0.1665, -2.6740, -4.3336], [-3.1647, 3.7746, 0.7100], [-1.5058, -1.7049, 4.5467], [-1.5434, -4.1128, -3.8942], [3.1329, 2.9553, 5.6489], [-1.4265, 1.6437, -2.9746], [-2.5242, 0.0709, 3.6568], [2.7995, 1.4356, -6.8601], [-3.3834, -3.1376, 2.9185], [-5.5316, -0.1217, 0.0298], [6.4574, 1.7480, 0.9309], [-1.9440, 4.5640, -1.2758], [-1.6042, 1.7615, -4.7466], [4.3416, -2.3286, 2.6703], [-3.3755, 2.1357, 2.6044], [0.8709, 1.3634, 6.5208], [3.5813, -0.1207, -7.1284], [-2.7987, -3.5181, -5.0039], [-2.3146, 0.3933, -3.8477], [-0.5658, -3.9542, 4.8966], [5.3888, 1.0007, -0.2733], [2.9579, 1.3940, -4.4084], [4.0628, -1.1313, 5.4002], [-8.4365, -1.2635, -2.1338], [5.9735, -2.3820, 2.0249], [5.6969, -1.7918, 3.6779], [2.0715, 0.5243, -2.2734], [0.1010, 0.2808, 5.3608], [4.5873, 2.0175, 5.3320], [-3.7944, 0.9795, -5.7185], [2.5202, -1.7989, 4.8866], [-3.7296, -0.7214, -5.1840], [2.1982, -3.3358, 1.6810], [-4.0461, -0.3245, -6.8921], [-7.2525, -0.2667, -1.2738], [6.8369, 0.1556, 0.2420], [5.7280, 0.4760, 4.4226], [3.4136, -2.0534, -2.1393], [0.4130, 3.7174, 2.1090]],
  "forces_ev_per_a": [[-0.462, -0.178, -0.211], [0.221, 0.096, 0.003], [0.059, 0.966, 1.525], [0.304, 0.014, -0.175], [0.019, 0.406, 0.482], [0.023, 0.154, 0.198], [0.210, 0.222, 0.047], [-0.856, -0.476, -0.653], [0.156, 0.145, 0.030], [0.245, -0.060, -0.044], [0.037, 0.013, 0.124], [0.169, -0.104, -0.009], [-0.077, 0.011, 0.060], [-0.093, 0.035, 0.066], [0.182, 0.067, -0.003], [0.004, -0.099, -0.043], [-0.159, 0.038, -0.040], [-0.118, -0.079, 0.045], [0.240, -0.145, 0.197], [0.753, -0.331, -0.192], [-1.191, -0.252, -0.801], [0.366, 0.122, 0.083], [-0.026, 0.077, -0.037], [-0.028, 0.034, -0.002], [0.034, -0.095, -0.012], [0.032, -0.009, 0.028], [0.123, -0.027, -0.155], [-0.116, 0.006, -0.246], [0.145, -0.116, -0.043], [0.037, -0.043, -0.023], [-0.037, -0.002, 0.013], [0.014, -0.076, -0.090], [0.101, 0.063, 0.101], [0.054, -0.093, -0.150], [-0.060, -0.161, -0.098], [0.036, -0.060, 0.018], [-0.285, -0.303, -0.196], [0.171, 0.063, 0.228], [-0.035, -0.106, -0.117], [0.302, 0.137, 0.202], [-0.041, 0.057, -0.013], [0.213, 0.141, -0.151], [0.065, 0.119, -0.010], [-0.114, -0.042, -0.037], [-0.057, -0.105, 0.074], [0.066, 0.080, -0.177], [-0.016, 0.010, 0.000], [0.028, -0.019, -0.048], [-0.175, -0.080, -0.229], [0.021, 0.066, 0.021], [0.069, -0.009, 0.091], [-0.003, -0.034, 0.039], [-0.059, 0.102, 0.093], [0.033, 0.011, -0.045], [-0.109, -0.179, -0.099], [-0.036, 0.031, -0.044], [0.044, -0.116, -0.031], [-0.095, 0.074, 0.022], [-0.146, 0.153, -0.012], [-0.060, -0.110, 0.036], [-0.001, -0.034, 0.201], [0.110, 0.232, 0.140], [0.118, -0.086, 0.037], [-0.078, 0.023, -0.101], [0.051, -0.118, 0.078], [-0.215, -0.051, 0.085], [-0.028, -0.009, 0.098], [-0.071, -0.075, -0.051], [-0.124, 0.031, 0.017], [-0.002, 0.013, 0.040], [-0.003, 0.013, -0.040], [0.069, -0.026, -0.057], [0.048, 0.033, 0.034], [-0.003, -0.004, -0.030], [-0.034, 0.028, -0.027], [0.046, 0.026, 0.005], [0.000, 0.013, -0.044], [-0.012, -0.017, -0.016], [-0.003, 0.007, -0.022], [0.038, 0.058, 0.028], [0.031, 0.021, 0.038], [0.006, 0.046, 0.035], [0.039, 0.010, 0.007], [-0.007, -0.005, -0.035], [0.020, -0.003, 0.023], [0.084, -0.010, -0.024], [-0.080, 0.028, 0.035], [0.005, 0.163, -0.003], [-0.031, 0.002, 0.011], [-0.002, 0.082, 0.007], [-0.047, -0.018, -0.008], [0.017, -0.044, -0.049], [-0.051, -0.035, 0.026], [0.021, -0.011, -0.001], [-0.001, -0.044, -0.017], [-0.033, -0.029, -0.014], [-0.036, -0.002, -0.006], [0.011, -0.018, -0.001], [-0.056, 0.015, 0.014], [0.004, 0.003, -0.009], [0.043, 0.009, 0.040], [0.007, 0.018, -0.013], [0.004, 0.016, 0.014], [-0.031, 0.029, -0.040], [0.060, 0.011, 0.026], [-0.006, -0.009, -0.027], [0.000, 0.001, -0.005], [-0.027, -0.053, 0.008], [0.005, 0.018, -0.001], [0.041, 0.001, 0.023], [0.012, 0.001, -0.002], [0.007, -0.005, -0.010], [0.025, 0.056, 0.007], [0.015, 0.004, 0.023], [0.006, -0.002, -0.040], [-0.003, 0.032, 0.009], [0.012, -0.007, 0.002], [0.041, 0.007, -0.019], [0.020, -0.013, -0.020], [0.016, 0.016, 0.019], [0.081, -0.016, 0.041], [-0.153, -0.190, -0.013], [0.063, 0.004, 0.029], [0.009, 0.009, -0.012], [-0.074, -0.060, -0.050], [0.015, 0.025, -0.015], [0.005, 0.013, -0.040], [0.016, -0.012, 0.004], [-0.009, 0.002, 0.014], [0.034, -0.023, 0.016], [0.002, -0.052, 0.064], [-0.005, -0.060, 0.003], [-0.153, 0.019, -0.032]],
  "max_force_ev_per_a": 1.8,
  "spin_multiplicity": 2,
  "lumo_ev": [3.446, 3.446],
  "energy_ha": -10252.2945,
  "total_charge": -2,
  "molar_mass_da": 1202.22,
  "homo_lumo_gap_ev": [5.510, 5.819],
  "e_homo_ev": [-2.06, -2.37]
}

---

{
  "formula": "C8H7NS",
  "method": "the ωB97M-V functional and the def2-TZVPD basis",
  "elements": ["S", "N", "C", "C", "C", "C", "C", "C", "C", "C", "H", "H", "H", "H", "H", "H", "H"],
  "xyz": [[1.0591, 2.6286, 0.0025], [-1.5555, 3.6895, -0.0019], [0.8125, -0.0237, -1.2702], [-0.1771, -0.9115, 1.5601], [-1.0712, -1.5722, -0.6898], [-0.1758, -0.9179, -1.5624], [-0.4989, 3.1462, -0.0004], [0.8188, -0.0240, 1.2757], [1.3103, 0.4020, 0.0015], [-1.0718, -1.5640, 0.6857], [-1.8691, -2.1374, 1.1721], [-0.3616, -1.0936, -2.6287], [1.3125, 0.4641, -2.1134], [1.3237, 0.4571, 2.1197], [-0.3741, -1.0846, 2.6245], [-1.8650, -2.1539, -1.1729], [2.3834, 0.6953, -0.0023]],
  "forces_ev_per_a": [[1.262, -0.520, 0.002], [2.754, -1.737, 0.003], [-0.257, -0.729, -0.986], [0.617, 1.098, 0.693], [-0.712, -0.661, 1.475], [0.632, 1.089, -0.657], [-3.787, 1.781, -0.003], [-0.279, -0.736, 0.909], [0.576, 1.765, 0.012], [-0.764, -0.715, -1.466], [0.326, 0.184, -0.217], [0.153, 0.105, 0.394], [-0.117, -0.381, 0.216], [-0.132, -0.371, -0.220], [0.175, 0.092, -0.377], [0.329, 0.205, 0.219], [-0.777, -0.470, 0.002]],
  "max_force_ev_per_a": 4.2,
  "lumo_ev": -0.930,
  "energy_ha": -761.8883,
  "molar_mass_da": 149.22,
  "homo_lumo_gap_ev": 7.237,
  "smiles": "N#CSC1C=CC=CC=C1",
  "e_homo_ev": -8.17
}